Record 1
ORCA calculation (ωB97M-V/def2-TZVPD) on a structure of composition C38H39AsBrFeN7O2S.

For the gap between HOMO and LUMO (spin up / spin down), the calculation gives 0.2365 / 0.2762 hartree. For the maximum force, the calculation gives 0.69 eV Å⁻¹. For the energy relative to the best compared isomer or geometry (same formula, charge and spin), the calculation gives 18.15 kcal/mol. As for the total charge: +1. The value obtained for the LUMO energy (spin up / spin down) is -3.92 / -2.84 eV. As for the spin multiplicity: 2. The value obtained for the highest occupied orbital energy (spin up / spin down) is -10.354 / -10.360 eV.

Cartesian coordinates (Å):
Fe 0.78 1.17 -0.97
O 1.72 4.64 -3.10
C 0.46 4.81 -3.57
C 0.25 5.81 -4.50
C -1.01 6.02 -5.04
C -2.08 5.22 -4.65
C -1.87 4.22 -3.72
C -0.61 4.01 -3.16
C -0.41 2.84 -2.21
O 0.71 2.97 -1.39
N -1.61 2.60 -1.40
N -1.24 1.91 -0.24
C -2.04 2.05 0.73
C -1.79 1.69 2.14
Br -0.13 2.31 2.81
C -2.70 1.19 2.97
C -4.03 0.71 2.57
C -5.09 0.83 3.48
C -6.36 0.41 3.15
C -6.61 -0.15 1.90
C -5.57 -0.30 1.00
C -4.29 0.12 1.33
H 1.65 4.08 -2.30
H 1.09 6.42 -4.79
H -1.16 6.80 -5.77
H -3.07 5.38 -5.06
H -2.70 3.58 -3.43
H -0.31 1.94 -2.85
H -2.05 3.49 -1.17
H -2.99 2.57 0.56
H -2.46 1.15 4.02
H -4.90 1.27 4.45
H -7.17 0.52 3.86
H -7.60 -0.48 1.64
H -5.75 -0.76 0.03
H -3.47 -0.05 0.64
S 2.54 0.74 0.26
C 2.44 0.49 2.02
C 3.32 1.29 2.76
C 3.46 1.12 4.13
C 2.71 0.16 4.79
C 1.82 -0.63 4.06
C 1.68 -0.49 2.69
As 0.25 -1.42 1.76
C -0.60 -2.48 3.17
C -1.96 -2.27 3.39
C -2.65 -3.03 4.33
C -1.98 -4.00 5.06
C -0.63 -4.22 4.84
C 0.06 -3.47 3.90
C 1.20 -2.94 0.95
C 0.50 -4.12 0.71
C 1.09 -5.18 0.04
C 2.40 -5.08 -0.41
C 3.11 -3.91 -0.16
C 2.52 -2.85 0.51
H 3.89 2.05 2.25
H 4.15 1.75 4.68
H 2.80 0.02 5.86
H 1.22 -1.35 4.59
H -2.49 -1.52 2.82
H -3.71 -2.86 4.49
H -2.52 -4.59 5.79
H -0.10 -4.98 5.41
H 1.11 -3.65 3.73
H -0.52 -4.23 1.06
H 0.53 -6.10 -0.12
H 2.87 -5.91 -0.91
H 4.15 -3.83 -0.48
H 3.09 -1.95 0.70
C 3.81 -1.09 -4.84
N 3.43 0.08 -4.05
C 4.07 1.37 -4.28
C 2.47 0.01 -3.11
N 2.05 1.02 -2.42
N 1.93 -1.24 -2.86
C 0.80 -1.52 -2.14
N 0.39 -2.80 -2.23
N 0.16 -0.61 -1.48
H 4.57 -0.79 -5.56
H 2.97 -1.49 -5.40
H 4.25 -1.87 -4.22
H 4.83 1.24 -5.05
H 4.56 1.73 -3.38
H 3.36 2.12 -4.63
H 2.46 1.91 -2.68
H 2.36 -2.02 -3.34
H 1.06 -3.51 -2.49
H -0.24 -3.12 -1.51
H -0.64 -0.98 -0.97

---

Record 2
ORCA calculation (ωB97M-V/def2-TZVPD) on the ion C4H8Br2N3 with charge +1.

For the gap between HOMO and LUMO, the calculation gives 0.3855 hartree. For the maximum force, the calculation gives 3.69 eV Å⁻¹. For the energy relative to the best compared isomer or geometry (same formula, charge and spin), the calculation gives 46.00 kcal/mol. As for the total charge: +1. The value obtained for the LUMO energy is -3.21 eV. As for the spin multiplicity: 1. The value obtained for the highest occupied orbital energy is -13.702 eV.

Cartesian coordinates (Å):
C -1.02 -1.39 1.48
C -1.22 -1.10 0.22
C 0.56 1.72 -0.04
C 0.77 -1.35 -1.15
N 0.42 0.48 0.28
N 0.98 2.64 0.82
N -0.23 -0.45 -0.57
Br -2.73 -1.63 -0.80
Br -0.25 2.48 -1.58
H -1.75 -1.78 2.16
H 0.02 -1.30 1.79
H 1.36 -1.79 -0.39
H 0.30 -2.14 -1.64
H 1.22 -0.75 -1.81
H 1.13 2.51 1.84
H 1.25 3.62 0.62
H -0.81 0.22 -1.24

---

Record 3
ORCA calculation (ωB97M-V/def2-TZVPD) on an isolated molecule of C3H8N4S.

For the gap between HOMO and LUMO, the calculation gives 0.3538 hartree. For the maximum force, the calculation gives 1.86 eV Å⁻¹. For the energy relative to the best compared isomer or geometry (same formula, charge and spin), the calculation gives 20.70 kcal/mol. As for the total charge: 0. The value obtained for the LUMO energy is 0.54 eV. As for the spin multiplicity: 1. The value obtained for the highest occupied orbital energy is -9.084 eV.

Cartesian coordinates (Å):
C 0.32 -1.11 0.89
C 1.65 0.23 -0.76
C -0.48 1.05 -0.01
H 0.02 -1.99 0.30
H 1.27 -1.35 1.40
H -0.49 -0.93 1.61
H 1.55 1.17 -1.35
H 2.51 -1.43 -0.41
H 0.56 2.65 -0.36
H -2.48 1.37 0.30
H -2.98 -1.39 0.12
N 0.52 0.06 0.05
N 2.63 -0.56 -0.92
N -0.39 2.30 -0.14
N -1.81 0.62 0.14
S -2.39 -0.69 -0.86

---

Record 4
ORCA calculation (ωB97M-V/def2-TZVPD) on a structure of composition C45H58BrEuN2O3SSbSi.

For the gap between HOMO and LUMO (spin up / spin down), the calculation gives 0.2561 / 0.1407 hartree. For the maximum force, the calculation gives 4.30 eV Å⁻¹. As for the total charge: +1. The value obtained for the LUMO energy (spin up / spin down) is -2.19 / -3.98 eV. As for the spin multiplicity: 7. The value obtained for the highest occupied orbital energy (spin up / spin down) is -9.160 / -7.807 eV.

Cartesian coordinates (Å):
Eu -0.64 0.90 1.08
C 3.31 1.49 0.33
C 3.60 1.57 1.84
C 3.70 3.04 2.27
C 2.53 0.79 2.58
C 2.64 -0.60 2.66
C 1.72 -1.35 3.37
C 0.64 -0.74 4.02
C -0.29 -1.53 4.89
C 0.51 0.64 3.91
C 1.45 1.40 3.21
H 4.03 2.10 -0.22
H 2.30 1.87 0.12
H 3.38 0.46 -0.01
H 4.56 1.08 2.03
H 2.82 3.59 1.94
H 4.58 3.50 1.82
H 3.79 3.12 3.35
H 3.48 -1.09 2.19
H 1.84 -2.42 3.44
H 0.03 -1.43 5.93
H -0.28 -2.58 4.64
H -1.31 -1.16 4.82
H -0.28 1.15 4.47
H 1.37 2.49 3.24
Br -3.50 3.94 3.52
C -2.51 5.16 2.47
C -2.97 6.47 2.46
C -2.25 7.44 1.79
C -1.09 7.11 1.11
C -0.66 5.79 1.09
C -1.37 4.80 1.77
C -0.86 3.40 1.70
O -1.38 2.50 2.41
O 0.09 3.13 0.92
H -3.88 6.71 2.99
H -2.61 8.46 1.81
H -0.52 7.87 0.61
H 0.23 5.51 0.55
N -1.13 2.13 -3.43
C -0.73 1.22 -2.52
N -0.47 -0.03 -2.97
O -0.59 1.51 -1.33
H -1.16 1.95 -4.41
H -1.22 3.09 -3.11
H -0.79 -0.32 -3.89
H -0.45 -0.75 -2.26
S 0.86 -1.18 -0.10
Sb 2.38 -1.91 -1.70
C 2.65 -0.76 -3.51
C 3.21 0.50 -3.46
C 3.39 1.23 -4.63
C 3.00 0.69 -5.84
C 2.42 -0.57 -5.89
C 2.25 -1.30 -4.73
C 4.37 -2.18 -0.92
C 4.51 -2.91 0.25
C 5.77 -3.08 0.80
C 6.88 -2.52 0.17
C 6.73 -1.79 -1.00
C 5.47 -1.62 -1.55
C 1.58 -3.78 -2.35
C 0.33 -4.17 -1.89
C -0.22 -5.36 -2.33
C 0.48 -6.16 -3.22
C 1.73 -5.77 -3.67
C 2.29 -4.58 -3.23
H 3.51 0.92 -2.51
H 3.84 2.21 -4.59
H 3.15 1.25 -6.75
H 2.12 -0.98 -6.84
H 1.80 -2.28 -4.77
H 3.64 -3.32 0.74
H 5.89 -3.63 1.71
H 7.86 -2.66 0.60
H 7.59 -1.36 -1.48
H 5.35 -1.05 -2.46
H -0.19 -3.54 -1.17
H -1.19 -5.66 -1.98
H 0.04 -7.08 -3.57
H 2.28 -6.40 -4.36
H 3.27 -4.29 -3.58
C -3.13 -1.34 -1.33
Si -3.13 -0.44 0.41
C -3.67 -1.90 1.65
C -2.47 -2.84 1.81
C -4.00 -1.34 3.04
C -4.86 -2.72 1.16
C -4.53 0.96 0.10
C -5.18 1.41 1.40
C -5.64 0.55 -0.87
C -3.80 2.17 -0.50
H -4.08 -1.84 -1.52
H -2.35 -2.09 -1.39
H -2.97 -0.64 -2.14
H -1.59 -2.30 2.18
H -2.20 -3.29 0.85
H -2.70 -3.65 2.50
H -3.23 -0.63 3.36
H -4.06 -2.14 3.77
H -4.95 -0.83 3.03
H -4.62 -3.25 0.24
H -5.73 -2.09 0.99
H -5.14 -3.47 1.91
H -5.88 0.66 1.77
H -5.73 2.33 1.25
H -4.43 1.59 2.17
H -6.14 -0.35 -0.53
H -5.25 0.38 -1.87
H -6.39 1.34 -0.93
H -3.04 2.55 0.20
H -4.51 2.98 -0.69
H -3.30 1.91 -1.43